DFT (ωB97M-V/def2-TZVPD) results for a 2-piece molecular cluster, C9H14 overall at a distorted geometry.

Structure (XYZ):
```
23
C9H14 ωB97M-V/def2-TZVPD
C -0.508 -0.838 1.102
C 0.415 2.403 2.663
C 1.731 2.663 2.177
C -0.166 1.248 2.446
C 0.385 0.222 1.647
C 2.222 1.737 1.278
C 1.606 0.616 0.975
H -0.019 3.009 3.592
H 2.066 3.711 2.311
H -0.992 0.848 2.955
H 3.187 1.942 0.631
H -1.281 -0.335 0.488
H -1.098 -1.475 1.740
H 2.110 0.026 0.184
H 0.183 -1.419 0.588
C -0.726 -1.381 -2.752
C -1.831 -2.263 -3.493
H 0.070 -2.061 -2.175
H -0.203 -0.915 -3.529
H -1.212 -0.766 -2.136
H -2.352 -1.634 -4.130
H -2.393 -2.474 -2.501
H -1.192 -2.866 -4.060
```

**Gap between HOMO and LUMO**: 9.6 eV
**HOMO energy**: -8.76 eV
**Total energy**: -9557.1608 eV
**Max |F|**: 5.91 eV Å⁻¹
**SMILES**: Cc1ccccc1.CC

DFT (ωB97M-V/def2-TZVPD) results for a 2-piece molecular cluster, C9H14 overall at a distorted geometry.

Structure (XYZ):
```
23
C9H14 ωB97M-V/def2-TZVPD
C 2.005 -0.343 0.513
C -1.006 -2.533 1.390
C -1.391 -2.904 0.125
C 0.090 -1.669 1.521
C 0.786 -1.231 0.383
C -0.710 -2.487 -1.022
C 0.385 -1.648 -0.879
H -1.471 -2.914 2.287
H -2.393 -3.304 -0.012
H 0.416 -1.084 2.374
H -0.916 -2.982 -1.962
H 1.845 0.334 -0.326
H 2.953 -0.879 0.362
H 0.899 -1.279 -1.761
H 2.275 0.129 1.457
C -1.230 2.921 -0.190
C 0.145 3.246 -0.828
H -1.039 2.647 0.832
H -1.895 3.746 -0.417
H -1.557 2.058 -0.769
H 0.855 3.939 -0.329
H 0.175 3.857 -1.736
H 0.778 2.380 -1.012
```

**Gap between HOMO and LUMO**: 9.9 eV
**HOMO energy**: -8.92 eV
**Total energy**: -9559.0221 eV
**Max |F|**: 2.62 eV Å⁻¹
**SMILES**: Cc1ccccc1.CC

DFT (ωB97M-V/def2-TZVPD) results for a 2-piece molecular cluster, C9H14 overall.

Structure (XYZ):
```
23
C9H14 ωB97M-V/def2-TZVPD
C 0.798 2.662 0.370
C -0.381 3.563 0.723
H 0.732 2.381 -0.681
H 1.723 3.202 0.593
H 0.699 1.706 0.885
H -0.155 4.144 1.622
H -1.279 2.968 0.872
H -0.541 4.300 -0.066
C -1.741 -2.877 0.603
C 1.563 -1.055 0.133
C 1.388 -0.478 -1.117
C 0.561 -1.837 0.678
C -0.621 -2.065 -0.008
C 0.260 -0.786 -1.847
C -0.771 -1.525 -1.287
H 2.448 -0.850 0.719
H 2.168 0.181 -1.476
H 0.765 -2.294 1.642
H 0.166 -0.421 -2.862
H -2.231 -2.365 1.435
H -1.376 -3.796 1.079
H -1.679 -1.663 -1.862
H -2.497 -3.095 -0.148
```

**Gap between HOMO and LUMO**: 10.1 eV
**HOMO energy**: -9.04 eV
**Total energy**: -9559.9420 eV
**Max |F|**: 0.80 eV Å⁻¹
**SMILES**: Cc1ccccc1.CC

DFT (ωB97M-V/def2-TZVPD) results for a 2-piece molecular cluster, C9H14 overall at a distorted geometry.

Structure (XYZ):
```
23
C9H14 ωB97M-V/def2-TZVPD
C -1.205 -2.461 -0.416
C 0.295 -2.742 -0.518
H -1.434 -2.701 0.619
H -1.314 -1.405 -0.638
H -1.671 -3.158 -1.096
H 0.579 -3.609 -1.169
H 0.780 -2.883 0.474
H 0.769 -1.860 -0.888
C 1.283 0.720 2.058
C 0.432 1.730 -1.660
C 1.340 1.497 -0.632
C -0.942 1.926 -1.341
C 0.734 1.212 0.710
C -1.514 1.830 -0.106
C -0.581 1.494 0.868
H 0.878 1.969 -2.639
H 2.391 1.291 -0.784
H -1.670 2.231 -2.135
H -2.516 2.083 0.268
H 2.150 1.250 2.378
H 1.891 -0.260 1.944
H -1.070 1.173 1.875
H 0.393 0.673 2.829
```

**Gap between HOMO and LUMO**: 10.0 eV
**HOMO energy**: -8.95 eV
**Total energy**: -9558.1807 eV
**Max |F|**: 4.08 eV Å⁻¹
**SMILES**: Cc1ccccc1.CC

> Which formula does entry 1 have?

C9H14

> Which of these has the lowest HOMO energy?

number 3